P | Molecular formula: C36H102N6O18
Method: DFT, the ωB97M-V functional and the def2-TZVPD basis

Output
Frontier orbital gap (eV): 9.031
SMILES: COC[C@H](C)N.COC[C@H](C)N.COC[C@H](C)N.COC[C@H](C)N.COC[C@H](C)N.COC[C@H](C)N.OCCO.OCCO.OCCO.OCCO.OCCO.OCCO
E_HOMO (eV): -8.799

Each line ends with the Löwdin charge.
Positions of all 162 atoms, in Å:
C (13.09, 23.34, 12.92)  -0.086
O (13.39, 22.75, 14.18)  -0.218
C (14.26, 23.59, 14.90)  -0.215
C (14.46, 22.95, 16.28)  -0.432
C (13.13, 22.68, 17.03)  -0.051
N (15.38, 23.70, 17.11)  0.036
H (12.41, 22.69, 12.37)  0.075
H (14.07, 23.44, 12.45)  0.091
H (12.55, 24.29, 13.04)  0.092
H (15.17, 23.68, 14.33)  0.114
H (13.87, 24.61, 14.91)  0.122
H (14.87, 21.93, 16.11)  0.128
H (12.45, 22.03, 16.41)  0.064
H (12.66, 23.66, 17.30)  0.088
H (13.36, 22.18, 17.98)  0.068
H (15.12, 24.66, 17.26)  0.073
H (15.57, 23.30, 17.99)  0.054
C (14.59, 11.63, 17.30)  -0.047
O (14.52, 12.17, 15.94)  -0.239
C (15.81, 12.39, 15.41)  -0.238
C (15.74, 13.23, 14.18)  -0.445
C (14.87, 14.42, 14.43)  -0.066
N (15.22, 12.56, 13.00)  0.079
H (15.20, 10.75, 17.39)  0.079
H (13.56, 11.40, 17.52)  0.084
H (14.98, 12.38, 17.99)  0.088
H (16.48, 12.78, 16.26)  0.149
H (16.28, 11.43, 15.11)  0.128
H (16.76, 13.69, 13.95)  0.163
H (14.98, 15.21, 13.73)  0.054
H (15.02, 14.84, 15.48)  0.105
H (13.82, 14.13, 14.29)  0.067
H (14.29, 12.33, 13.25)  0.019
H (15.76, 11.73, 12.78)  0.088
C (12.64, 15.87, 17.59)  -0.074
O (13.63, 16.58, 18.34)  -0.189
C (14.25, 17.64, 17.70)  -0.233
C (15.24, 18.25, 18.75)  -0.406
C (16.02, 19.53, 18.40)  -0.056
N (16.19, 17.24, 19.22)  0.032
H (11.73, 16.46, 17.27)  0.077
H (12.37, 15.04, 18.20)  0.076
H (13.07, 15.50, 16.67)  0.058
H (14.73, 17.38, 16.73)  0.132
H (13.55, 18.44, 17.48)  0.105
H (14.56, 18.52, 19.59)  0.138
H (16.31, 20.05, 19.28)  0.058
H (15.45, 20.21, 17.77)  0.049
H (16.95, 19.29, 17.78)  0.104
H (17.07, 17.20, 18.76)  0.049
H (15.75, 16.33, 19.37)  0.068
C (10.42, 21.00, 14.97)  -0.097
O (10.58, 20.50, 16.27)  -0.202
C (9.50, 20.67, 17.08)  -0.233
C (9.86, 20.08, 18.48)  -0.381
C (10.45, 18.62, 18.27)  -0.058
N (8.74, 20.21, 19.43)  0.015
H (11.35, 20.86, 14.44)  0.085
H (10.16, 22.02, 14.98)  0.083
H (9.72, 20.46, 14.39)  0.073
H (9.24, 21.70, 17.23)  0.122
H (8.66, 20.15, 16.71)  0.109
H (10.67, 20.72, 18.80)  0.122
H (10.92, 18.21, 19.14)  0.060
H (11.22, 18.63, 17.46)  0.052
H (9.74, 17.89, 17.88)  0.070
H (9.01, 19.88, 20.39)  0.088
H (7.88, 19.74, 19.06)  0.083
C (8.36, 10.39, 14.72)  -0.131
O (8.56, 11.59, 14.08)  -0.157
C (9.84, 11.66, 13.53)  -0.202
C (10.92, 11.66, 14.64)  -0.444
C (10.94, 13.01, 15.34)  -0.031
N (12.20, 11.55, 14.02)  0.046
H (8.98, 10.29, 15.60)  0.077
H (8.44, 9.50, 14.08)  0.100
H (7.33, 10.33, 15.06)  0.094
H (10.01, 10.78, 12.92)  0.130
H (10.11, 12.56, 13.02)  0.086
H (10.73, 10.82, 15.33)  0.125
H (11.80, 13.11, 15.95)  0.052
H (10.07, 13.35, 15.94)  0.101
H (10.98, 13.74, 14.50)  0.073
H (12.90, 11.74, 14.73)  0.045
H (12.29, 10.53, 13.87)  0.120
C (14.42, 19.15, 12.93)  -0.078
O (13.07, 18.83, 13.24)  -0.172
C (12.62, 17.78, 12.45)  -0.236
C (11.30, 17.23, 12.92)  -0.388
C (11.33, 16.62, 14.33)  -0.028
N (10.75, 16.39, 11.80)  0.068
H (14.69, 19.91, 13.69)  0.094
H (14.57, 19.57, 11.89)  0.100
H (15.04, 18.29, 13.09)  0.069
H (12.52, 18.08, 11.38)  0.117
H (13.31, 16.88, 12.54)  0.139
H (10.59, 18.05, 12.96)  0.131
H (11.80, 17.33, 15.00)  0.068
H (11.86, 15.66, 14.31)  0.059
H (10.33, 16.49, 14.68)  0.067
H (9.85, 16.01, 12.17)  0.057
H (11.38, 15.55, 11.70)  0.075
O (11.88, 20.90, 10.37)  -0.062
C (12.96, 20.86, 9.46)  -0.236
C (12.60, 20.88, 7.97)  -0.148
O (11.81, 19.67, 7.64)  -0.092
H (11.47, 20.06, 10.42)  0.012
H (13.62, 21.67, 9.76)  0.123
H (13.53, 19.94, 9.59)  0.087
H (13.50, 20.84, 7.35)  0.121
H (11.99, 21.73, 7.73)  0.107
H (10.87, 19.85, 7.79)  0.066
O (10.36, 18.53, 10.06)  -0.114
C (9.03, 18.43, 9.79)  -0.252
C (8.33, 19.77, 10.16)  -0.192
O (8.90, 20.86, 9.39)  -0.074
H (10.64, 17.79, 10.59)  0.015
H (8.86, 18.18, 8.69)  0.136
H (8.56, 17.60, 10.38)  0.119
H (8.49, 19.97, 11.20)  0.105
H (7.27, 19.64, 10.00)  0.111
H (9.73, 21.14, 9.81)  0.062
O (7.40, 14.47, 10.00)  -0.060
C (7.70, 13.80, 11.30)  -0.178
C (7.12, 14.56, 12.49)  -0.245
O (7.97, 15.63, 12.81)  -0.101
H (8.05, 15.10, 9.77)  0.030
H (7.16, 12.87, 11.27)  0.112
H (8.80, 13.67, 11.51)  0.120
H (7.10, 13.84, 13.31)  0.117
H (6.14, 14.92, 12.18)  0.118
H (7.92, 15.79, 13.78)  0.112
O (11.88, 13.48, 11.76)  -0.122
C (12.50, 13.14, 10.54)  -0.229
C (13.74, 13.93, 10.35)  -0.234
O (14.32, 13.50, 9.10)  -0.067
H (12.22, 13.00, 12.55)  0.042
H (12.73, 12.07, 10.49)  0.130
H (11.76, 13.33, 9.76)  0.121
H (14.41, 13.79, 11.14)  0.077
H (13.51, 14.99, 10.36)  0.110
H (15.07, 14.11, 9.00)  0.058
O (14.00, 15.32, 7.19)  -0.078
C (13.04, 16.15, 6.59)  -0.216
C (12.04, 16.62, 7.64)  -0.197
O (12.85, 17.23, 8.65)  -0.114
H (13.60, 14.81, 7.91)  0.056
H (13.61, 16.98, 6.22)  0.126
H (12.53, 15.67, 5.78)  0.113
H (11.47, 15.79, 8.16)  0.140
H (11.41, 17.34, 7.18)  0.094
H (12.38, 17.99, 9.03)  0.051
O (16.24, 15.88, 8.78)  -0.065
C (16.38, 17.07, 9.55)  -0.246
C (16.55, 18.37, 8.73)  -0.208
O (15.30, 18.81, 8.12)  -0.087
H (15.53, 15.98, 8.13)  0.050
H (15.57, 17.22, 10.25)  0.100
H (17.29, 17.04, 10.15)  0.118
H (17.24, 18.05, 7.92)  0.122
H (17.05, 19.07, 9.46)  0.126
H (14.68, 18.10, 8.37)  0.036

---

Q | Molecular formula: C36H102N6O18
Method: DFT, the ωB97M-V functional and the def2-TZVPD basis

Output
Frontier orbital gap (eV): 8.476
SMILES: COCCNCCOC.COCCNCCOC.COCCNCCOC.COCCNCCOC.COCCNCCOC.COCCNCCOC.O.O.O.O.O.O
E_HOMO (eV): -8.206

Each line ends with the Löwdin charge.
Positions of all 162 atoms, in Å:
C (7.87, -2.81, -2.78)  -0.075
O (7.56, -1.52, -3.35)  -0.204
C (6.18, -1.44, -3.68)  -0.223
C (5.66, -0.07, -3.17)  -0.207
N (6.32, 0.33, -1.98)  -0.098
C (5.82, 1.60, -1.48)  -0.183
C (6.71, 1.99, -0.25)  -0.213
O (8.07, 1.99, -0.64)  -0.202
C (8.91, 2.54, 0.39)  -0.075
H (8.95, -2.82, -2.68)  0.085
H (7.55, -3.56, -3.51)  0.084
H (7.37, -2.89, -1.81)  0.090
H (5.47, -2.14, -3.24)  0.116
H (6.03, -1.56, -4.75)  0.116
H (4.61, 0.05, -2.89)  0.109
H (6.02, 0.65, -3.91)  0.117
H (7.32, 0.32, -2.12)  0.105
H (4.86, 1.28, -1.08)  0.107
H (5.87, 2.39, -2.23)  0.118
H (6.66, 1.26, 0.56)  0.124
H (6.38, 2.96, 0.14)  0.075
H (8.83, 1.93, 1.29)  0.088
H (8.54, 3.55, 0.61)  0.072
H (9.90, 2.58, -0.05)  0.091
C (-0.26, -5.42, 3.75)  -0.121
O (-1.05, -6.60, 3.75)  -0.176
C (-0.54, -7.66, 2.93)  -0.232
C (-0.17, -8.77, 3.86)  -0.242
N (1.03, -8.45, 4.60)  -0.047
C (1.44, -9.52, 5.55)  -0.176
C (0.49, -9.64, 6.75)  -0.221
O (0.60, -10.88, 7.45)  -0.198
C (-0.19, -10.99, 8.60)  -0.128
H (-0.22, -4.94, 2.77)  0.066
H (0.78, -5.40, 4.11)  0.086
H (-0.80, -4.66, 4.31)  0.085
H (0.32, -7.44, 2.30)  0.124
H (-1.28, -7.84, 2.15)  0.121
H (-0.14, -9.67, 3.24)  0.130
H (-1.03, -8.84, 4.54)  0.110
H (0.98, -7.59, 5.12)  0.099
H (2.40, -9.19, 5.96)  0.113
H (1.57, -10.48, 5.06)  0.120
H (-0.54, -9.81, 6.44)  0.110
H (0.51, -8.70, 7.32)  0.125
H (-0.31, -12.02, 8.93)  0.085
H (-1.19, -10.56, 8.55)  0.084
H (0.34, -10.45, 9.40)  0.085
C (4.28, 5.97, -5.13)  -0.046
O (4.60, 4.98, -4.09)  -0.193
C (3.60, 4.73, -3.15)  -0.228
C (3.34, 5.92, -2.17)  -0.205
N (4.44, 6.26, -1.27)  -0.056
C (4.61, 5.36, -0.14)  -0.198
C (5.93, 5.54, 0.60)  -0.212
O (5.83, 6.77, 1.37)  -0.199
C (7.08, 7.15, 1.91)  -0.119
H (3.53, 6.66, -4.73)  0.066
H (3.81, 5.40, -5.92)  0.074
H (5.19, 6.49, -5.42)  0.089
H (3.90, 3.88, -2.54)  0.095
H (2.65, 4.57, -3.66)  0.099
H (2.38, 5.84, -1.65)  0.112
H (3.09, 6.80, -2.78)  0.098
H (4.43, 7.24, -1.00)  0.110
H (4.67, 4.32, -0.46)  0.095
H (3.70, 5.46, 0.45)  0.125
H (6.78, 5.54, -0.09)  0.124
H (6.06, 4.70, 1.28)  0.105
H (7.01, 8.17, 2.31)  0.083
H (7.92, 7.20, 1.22)  0.086
H (7.15, 6.43, 2.73)  0.090
C (-1.21, 0.79, -6.21)  -0.127
O (0.16, 1.04, -6.26)  -0.189
C (0.67, 2.09, -7.04)  -0.213
C (0.89, 3.46, -6.35)  -0.180
N (-0.44, 4.12, -6.34)  -0.056
C (-0.44, 5.40, -5.54)  -0.167
C (-0.96, 5.11, -4.12)  -0.211
O (-2.21, 4.45, -4.16)  -0.214
C (-2.96, 4.48, -2.97)  -0.114
H (-1.21, -0.22, -5.79)  0.085
H (-1.78, 0.74, -7.13)  0.093
H (-1.70, 1.46, -5.49)  0.073
H (0.02, 2.21, -7.91)  0.120
H (1.65, 1.78, -7.42)  0.116
H (1.64, 4.07, -6.86)  0.109
H (1.20, 3.29, -5.32)  0.095
H (-1.29, 3.67, -6.03)  0.078
H (-1.12, 6.06, -6.08)  0.108
H (0.51, 5.94, -5.46)  0.105
H (-1.15, 6.09, -3.66)  0.123
H (-0.34, 4.43, -3.54)  0.113
H (-3.71, 3.70, -3.09)  0.089
H (-3.48, 5.40, -2.73)  0.092
H (-2.40, 4.21, -2.06)  0.056
C (-1.73, -2.64, 1.39)  -0.080
O (-2.19, -1.32, 1.49)  -0.243
C (-3.38, -0.98, 0.77)  -0.164
C (-3.04, -0.80, -0.75)  -0.150
N (-2.44, 0.54, -0.96)  -0.059
C (-1.66, 0.70, -2.20)  -0.164
C (-0.43, -0.19, -2.26)  -0.157
O (0.59, 0.47, -1.46)  -0.249
C (1.48, 1.31, -2.22)  -0.061
H (-0.75, -2.75, 1.86)  0.088
H (-1.70, -2.94, 0.34)  0.085
H (-2.45, -3.29, 1.91)  0.095
H (-3.61, 0.01, 1.14)  0.089
H (-4.22, -1.65, 0.96)  0.124
H (-4.08, -0.67, -1.07)  0.104
H (-2.52, -1.61, -1.26)  0.104
H (-1.74, 0.64, -0.23)  0.118
H (-1.33, 1.72, -2.38)  0.115
H (-2.28, 0.44, -3.06)  0.119
H (-0.02, -0.22, -3.28)  0.117
H (-0.60, -1.18, -1.83)  0.115
H (1.00, 2.11, -2.78)  0.074
H (1.92, 0.67, -2.99)  0.089
H (2.30, 1.68, -1.61)  0.077
C (-9.56, -5.33, 2.70)  -0.116
O (-9.05, -4.06, 3.12)  -0.183
C (-7.69, -3.80, 2.68)  -0.225
C (-7.29, -2.52, 3.32)  -0.209
N (-7.54, -1.29, 2.50)  -0.042
C (-6.59, -0.23, 2.82)  -0.180
C (-7.05, 0.59, 4.13)  -0.168
O (-8.18, 1.38, 3.84)  -0.193
C (-9.35, 1.02, 4.49)  -0.135
H (-10.62, -5.37, 2.97)  0.081
H (-9.08, -6.21, 3.14)  0.081
H (-9.58, -5.52, 1.62)  0.080
H (-7.50, -3.73, 1.61)  0.123
H (-7.03, -4.55, 3.12)  0.115
H (-6.29, -2.72, 3.71)  0.119
H (-7.89, -2.28, 4.20)  0.114
H (-8.40, -0.91, 2.87)  0.073
H (-6.61, 0.50, 2.01)  0.088
H (-5.57, -0.60, 2.82)  0.098
H (-6.30, 1.37, 4.25)  0.121
H (-7.28, -0.06, 4.98)  0.115
H (-9.32, 1.30, 5.55)  0.087
H (-9.52, -0.06, 4.45)  0.080
H (-10.24, 1.57, 4.17)  0.090
O (-1.02, 0.45, 3.03)  -0.047
H (-0.07, 0.54, 2.99)  0.057
H (-1.21, -0.44, 2.70)  0.021
O (-3.74, 2.70, 0.00)  -0.072
H (-3.46, 1.91, -0.50)  0.002
H (-4.69, 2.75, -0.15)  0.066
O (-1.29, 4.11, 0.20)  -0.066
H (-1.68, 4.64, 0.90)  0.041
H (-1.97, 3.45, 0.00)  -0.027
O (-3.32, 1.81, 2.53)  -0.084
H (-2.41, 1.51, 2.68)  -0.016
H (-3.31, 2.15, 1.62)  -0.028
O (-6.27, 0.83, -0.60)  -0.043
H (-6.61, -0.07, -0.53)  0.045
H (-5.55, 0.86, 0.03)  -0.008
O (2.38, -0.99, -0.10)  -0.064
H (2.65, -0.10, 0.14)  0.019
H (1.48, -0.88, -0.45)  0.003

---

Relative energies, in hartree, with the most stable structure set to zero: P 0.0000; Q 0.1947.

---

P | Molecular formula: AlH4O2
Method: DFT, the ωB97M-V functional and the def2-TZVPD basis

Output
Frontier orbital gap (eV): 4.213
E_HOMO (eV): -27.460
Total charge: +3

Each line ends with the Löwdin charge.
Positions of all 7 atoms, in Å:
Al (-18.99, -9.69, -11.77)  1.952
O (-20.13, -11.49, -13.72)  0.213
H (-20.20, -11.12, -14.60)  0.139
H (-20.57, -12.34, -13.79)  0.156
O (-16.08, -9.14, -11.96)  0.239
H (-15.56, -8.78, -12.68)  0.153
H (-15.54, -9.02, -11.18)  0.149

---

Q | Molecular formula: AlH4O2
Method: DFT, the ωB97M-V functional and the def2-TZVPD basis

Output
Frontier orbital gap (eV): 6.216
E_HOMO (eV): -29.459
Total charge: +3

Each line ends with the Löwdin charge.
Positions of all 7 atoms, in Å:
Al (1.18, -0.83, -1.20)  2.068
O (-0.10, 0.77, -0.60)  0.115
H (-0.90, 0.78, -1.13)  0.162
H (-0.22, 1.49, 0.03)  0.185
O (0.11, -0.89, 0.62)  0.145
H (0.54, -1.03, 1.46)  0.175
H (-0.61, -0.29, 0.82)  0.151

---

Relative energies, in hartree, with the most stable structure set to zero: P 0.0380; Q 0.0000.